Entry from OMol25: the ion C2H8NO2Si with charge +1 (ωB97M-V/def2-TZVPD).

Structure (ORCA input):
```
! RIJCOSX wB97M-V def2-TZVPD def2/J DEFGRID3
* xyz 1 1
C 1.45 -1.33 0.04
C 0.46 0.10 -0.40
N 1.26 1.37 0.02
O 2.53 -1.25 0.48
O -0.69 0.07 0.36
Si -2.29 -0.43 0.16
H 0.76 -2.06 -0.36
H 0.17 0.25 -1.45
H 0.85 1.78 0.86
H 1.54 2.16 -0.58
H 2.09 0.93 0.42
H -2.42 -0.79 -1.16
H -2.78 -1.56 1.00
H -2.93 0.76 0.60
*
```

## Properties
HOMO level: -14.34 eV
energy: -15658.0081 eV
SMILES string: [NH3+][C@@H](C=O)O[SiH3]
molecular weight: 106.2 g/mol
frontier orbital gap: 10.43 eV
ΔE to the lowest compared entry with this formula, charge and spin: 14.6 kJ/mol